DFT (ωB97M-V/def2-TZVPD) results for a 6-piece molecular cluster, C26H51BN5O2S2 overall at a distorted geometry.

Each line ends with the Mulliken charge.
Atoms and positions in Å:
1 H -5.073 4.600 -7.743  0.34
2 O -1.995 -5.797 8.254  -0.73
3 H 2.518 -2.200 -0.297  0.25
4 B -1.959 -3.066 7.622  0.30
5 H 1.544 1.678 2.739  0.29
6 H 0.549 -3.222 -1.423  0.06
7 H -1.730 -3.158 -3.476  0.31
8 H -3.133 4.798 -6.211  0.28
9 H 1.013 -3.741 8.665  0.26
10 H -2.333 -2.442 3.333  0.29
11 H -0.979 -4.116 -1.314  0.39
12 N 3.115 3.028 -2.356  -0.57
13 C -1.801 5.805 -7.587  -0.31
14 C 0.356 -4.575 9.170  -0.85
15 H -2.502 -1.405 5.778  -0.04
16 H -3.695 6.383 -6.741  0.33
17 N -1.132 0.391 -2.824  -0.61
18 S -1.478 -4.428 8.822  1.08
19 C 0.011 -1.929 -3.848  -0.19
20 N 0.333 -0.524 0.788  -0.31
21 C 0.007 2.212 0.410  -0.20
22 C 1.199 2.962 1.010  -0.39
23 H 2.791 2.781 -5.991  0.31
24 H 5.703 -4.330 -0.108  0.32
25 C 5.046 -3.461 0.002  -0.42
26 H 2.153 4.869 -4.767  0.48
27 O -2.207 -4.147 10.193  -0.75
28 C 3.652 -3.908 0.447  -0.50
29 C 1.749 2.931 -5.684  -0.56
30 H -4.179 5.443 -9.022  0.29
31 H 0.721 -5.657 8.823  0.26
32 H 1.085 -1.928 -3.631  0.23
33 H 2.196 3.308 2.899  0.37
34 H -0.227 -4.061 -3.662  0.33
35 H -1.199 -1.491 2.167  -0.24
36 H -2.419 -3.540 6.646  -0.16
37 H -1.272 0.032 6.189  0.14
38 C 2.366 2.623 -3.287  0.20
39 C -2.735 -0.104 3.210  -0.77
40 C 1.351 2.731 2.510  -1.19
41 H -3.351 -0.094 2.202  0.31
42 H -1.223 6.292 -6.795  0.27
43 H 0.417 2.255 -4.106  0.28
44 H -0.417 -1.325 8.008  0.18
45 C 2.688 -2.742 0.639  -1.05
46 H 1.076 4.035 0.826  0.36
47 H -0.989 -2.356 -1.224  0.33
48 C -4.073 4.799 -8.141  -1.15
49 H 0.456 4.617 -5.226  0.19
50 H 1.117 2.549 -6.493  0.31
51 H 3.070 -2.035 1.383  0.43
52 H 5.491 -2.792 0.747  0.28
53 H 0.469 -4.594 10.358  0.27
54 H 1.683 4.949 -6.463  0.31
55 N 4.874 -2.132 -2.435  -0.51
56 H -0.927 2.533 0.884  0.34
57 C 1.494 4.426 -5.520  -1.14
58 N -0.496 3.479 -8.375  -0.54
59 S -3.191 -1.944 8.559  -0.35
60 H 3.737 -4.459 1.390  0.34
61 C -0.631 -1.373 4.476  -0.26
62 C -1.728 -1.419 3.218  0.00
63 H -1.857 6.493 -8.438  0.34
64 H 0.108 -0.483 4.274  -0.05
65 H 3.230 -4.600 -0.293  0.27
66 C 0.185 0.717 0.616  0.04
67 C -0.662 -3.154 -3.227  -0.65
68 H 0.208 -2.646 6.707  0.28
69 H 2.124 2.653 0.508  0.24
70 H -3.667 -1.026 7.605  0.02
71 C -1.360 -1.112 5.944  -0.07
72 H -3.656 3.840 -8.463  0.35
73 H 0.448 3.042 3.048  0.29
74 H 0.012 -2.351 4.521  0.28
75 C -3.203 5.464 -7.079  -0.44
76 C -1.088 4.534 -8.018  0.24
77 C -0.728 -2.084 7.149  -0.73
78 H -0.066 2.421 -0.662  0.17
79 C 1.464 2.136 -4.408  0.01
80 H 1.648 1.070 -4.581  0.15
81 C -0.508 -3.211 -1.710  -0.90
82 C -0.613 -0.661 -3.288  0.32
83 C 4.952 -2.734 -1.330  0.28
84 H -2.101 0.900 3.287  0.05
85 H -3.432 -0.177 4.174  0.30
86 H -0.115 -1.941 -4.936  0.38
87 H 1.715 -3.107 0.983  0.29

Properties
* max |F|: 10.10 eV/A
* multiplicity: 1
* total charge: -1
* E_HOMO: -4.39 eV
* HOMO-LUMO gap: 5.91 eV
* molecular weight: 540.673 g mol⁻¹

---

DFT (ωB97M-V/def2-TZVPD) results for an isolated molecule of C4H5N at a distorted geometry.

Each line ends with the Mulliken charge.
Atoms and positions in Å:
1 N 0.863 -0.736 0.038  0.01
2 C 0.878 0.500 -0.559  -0.62
3 H 1.798 0.987 -0.840  0.35
4 C -0.389 -1.019 0.513  -0.34
5 C -0.395 0.986 -0.519  -0.15
6 C -1.179 0.073 0.223  -0.45
7 H -0.795 1.918 -0.894  0.38
8 H 1.675 -1.306 0.200  0.21
9 H -1.864 0.581 0.873  0.25
10 H -0.591 -1.984 0.966  0.36

Properties
* max |F|: 1.78 eV/A
* multiplicity: 1
* total charge: 0
* SMILES: c1cc[nH]c1
* E_HOMO: -8.26 eV
* HOMO-LUMO gap: 9.32 eV
* molecular weight: 67.091 g mol⁻¹
* relative energy (zero: lowest compared OMol25 entry of this formula, charge and spin): 16.0 kcal/mol

---

DFT (ωB97M-V/def2-TZVPD) results for a 2-piece molecular cluster, C4H7NO3S overall at a distorted geometry.

Each line ends with the Mulliken charge.
Atoms and positions in Å:
1 C 0.518 1.426 -1.451  0.15
2 H 1.458 3.015 -2.254  0.24
3 H -1.649 -2.576 2.350  0.39
4 H -0.162 -2.701 0.413  0.28
5 O 1.620 0.509 0.967  -0.49
6 C 0.769 0.222 0.193  0.63
7 H -2.313 -1.533 1.086  0.31
8 C -0.184 -1.785 1.008  -0.25
9 H 2.303 2.259 -0.930  0.22
10 O -0.086 -0.710 0.040  -0.24
11 H 0.683 -1.754 1.673  0.34
12 N 1.559 2.243 -1.610  -0.38
13 S -0.865 1.402 -2.347  0.22
14 H -1.459 -0.820 2.461  0.30
15 C -1.487 -1.666 1.779  -1.11
16 O -0.704 2.468 -3.377  -0.62

Properties
* max |F|: 4.80 eV/A
* multiplicity: 1
* total charge: 0
* E_HOMO: -7.83 eV
* HOMO-LUMO gap: 8.44 eV
* molecular weight: 149.171 g mol⁻¹
* relative energy (zero: lowest compared OMol25 entry of this formula, charge and spin): 39.5 kcal/mol

---

DFT (ωB97M-V/def2-TZVPD) results for an isolated molecule of C2H8N4 at a distorted geometry.

Each line ends with the Mulliken charge.
Atoms and positions in Å:
1 H 1.103 -0.114 1.520  0.26
2 H -2.961 -1.168 0.209  0.28
3 H -1.893 -0.053 1.098  0.31
4 N -1.476 -0.398 -0.974  -0.31
5 C 1.094 -0.407 0.466  -0.90
6 H 2.128 -0.391 0.104  0.36
7 H 1.610 2.347 -0.143  0.25
8 H 0.701 -1.412 0.403  0.32
9 H -1.355 -1.708 0.696  0.24
10 C -1.925 -0.848 0.336  -0.66
11 N -0.406 0.190 -1.160  -0.21
12 N 1.169 1.765 -0.845  -0.57
13 N 0.336 0.838 -0.252  0.37
14 H 1.875 1.359 -1.458  0.25

Properties
* max |F|: 5.21 eV/A
* multiplicity: 1
* total charge: 0
* SMILES: C/N=N\N(C)N
* E_HOMO: -8.39 eV
* HOMO-LUMO gap: 9.18 eV
* molecular weight: 88.114 g mol⁻¹
* relative energy (zero: lowest compared OMol25 entry of this formula, charge and spin): 99.2 kcal/mol

---

DFT (ωB97M-V/def2-TZVPD) results for C22H46O21S6Zr as an isolated structure at a distorted geometry.

Each line ends with the Mulliken charge.
Atoms and positions in Å:
1 H 1.044 -0.738 -5.127  0.22
2 H 1.924 7.360 -0.133  0.38
3 O -3.567 -6.377 -1.074  -0.32
4 O -6.455 4.219 5.192  -0.47
5 C 1.453 3.635 6.888  -0.85
6 O -0.366 0.734 0.780  -0.26
7 C 0.741 -0.566 -6.160  -0.17
8 H 4.462 7.088 1.663  0.42
9 S 0.079 -4.014 3.975  0.57
10 O 3.489 -3.732 -0.394  -0.61
11 H 0.952 4.185 6.093  0.33
12 H 1.487 -3.265 5.819  0.31
13 O 1.910 -0.548 -6.992  -0.34
14 C -7.346 3.181 -4.374  0.67
15 H 5.814 2.978 -3.630  0.30
16 O -4.184 -7.189 0.881  -0.33
17 H 3.932 -5.965 0.615  0.27
18 O -6.365 2.356 -4.728  -0.32
19 H -2.264 -4.678 4.670  0.37
20 H 1.965 5.986 -1.015  0.33
21 C 6.993 -0.594 -3.897  -0.90
22 H 3.559 6.876 -0.753  0.29
23 H 1.541 -4.676 -2.659  0.31
24 O -2.013 -0.173 -0.820  -0.43
25 H 0.778 3.668 7.744  0.35
26 C -5.496 4.038 -3.445  -0.23
27 H -6.015 -7.075 0.306  0.29
28 H -6.163 2.137 1.880  0.25
29 S 1.579 1.850 6.537  0.49
30 C -5.805 3.645 4.431  0.69
31 C -5.166 2.641 -4.044  -0.16
32 H -4.916 4.845 -3.892  0.25
33 H 6.146 -0.874 -4.523  0.29
34 O -8.519 3.170 -4.789  -0.54
35 H 0.102 -1.359 -6.547  0.23
36 O 0.665 -2.814 3.351  -0.59
37 C 0.721 -4.024 5.668  -0.89
38 C -4.820 -5.673 -0.814  -0.22
39 H 3.591 1.956 7.768  0.32
40 S 2.894 5.306 1.034  0.49
41 H 5.348 6.075 0.747  0.38
42 H -0.127 -3.777 6.307  0.31
43 C 4.553 6.016 1.490  -1.06
44 C 6.196 2.068 -4.094  -0.80
45 H -3.618 2.270 3.443  0.26
46 O -2.123 -7.652 0.047  -0.57
47 S 3.735 -4.796 -1.469  0.51
48 H -0.877 0.578 -6.971  0.27
49 C 2.014 0.536 -7.776  0.69
50 O 0.883 1.270 -7.643  -0.33
51 S -0.964 0.717 -0.560  1.19
52 H -2.314 -3.562 3.301  0.34
53 H 3.304 0.398 7.676  0.34
54 C -5.260 -6.314 0.503  -0.27
55 H 2.250 1.202 8.818  0.38
56 O 0.366 0.236 -0.923  -0.25
57 C 2.612 6.539 -0.334  -0.89
58 H 2.458 3.985 7.125  0.30
59 H -5.000 2.038 -3.151  0.21
60 H 1.055 -4.982 6.068  0.37
61 O -5.322 2.460 4.621  -0.36
62 C 2.129 -5.358 -2.044  -0.91
63 O 5.190 0.450 -2.214  -0.58
64 H -4.700 3.090 1.658  0.21
65 C 0.114 0.726 -6.542  -0.22
66 H 7.084 -1.461 -3.242  0.30
67 O -6.844 4.127 -3.508  -0.33
68 H 5.491 1.584 -4.770  0.23
69 Zr 2.927 0.047 1.377  1.85
70 C -5.391 2.699 2.405  -0.26
71 H -4.331 2.653 -4.744  0.27
72 H 5.356 -6.234 -0.310  0.32
73 H -1.931 -2.929 4.841  0.36
74 O 2.286 1.530 5.250  -0.64
75 C -1.781 -3.811 4.219  -0.99
76 H -5.617 -5.746 -1.554  0.27
77 S 6.588 0.799 -2.765  0.44
78 O -1.208 2.083 -1.047  -0.45
79 C 2.721 1.304 7.841  -1.00
80 O 3.015 0.853 -8.492  -0.57
81 H -5.520 -5.551 1.236  0.26
82 C -4.668 1.992 3.533  -0.25
83 H -4.560 -4.615 -0.769  0.21
84 H 0.102 1.395 -5.681  0.21
85 H 5.018 5.463 2.306  0.32
86 H 2.372 -6.238 -2.640  0.37
87 C -3.200 -7.091 -0.032  0.69
88 H -5.357 4.086 -2.365  0.18
89 C 4.272 -6.168 -0.401  -0.84
90 O -5.829 3.796 3.156  -0.37
91 O 3.216 3.926 0.455  -0.60
92 H 7.890 -0.645 -4.515  0.40
93 H -4.933 0.964 3.285  0.29
94 H 1.590 -5.798 -1.206  0.34
95 H 3.822 -7.039 -0.877  0.33
96 H 7.158 2.293 -4.556  0.37

Properties
* max |F|: 8.05 eV/A
* multiplicity: 1
* total charge: +2
* E_HOMO: -13.38 eV
* HOMO-LUMO gap: 2.19 eV
* molecular weight: 930.215 g mol⁻¹

---

Question: Among the records above, which one has the lowest HOMO-LUMO gap?
Answer: C22H46O21S6Zr

---

Question: molecular weight of number 3 (C4H7NO3S)?
Answer: 149.171 g mol⁻¹